C4H14NOS | wB97M-V/def2-TZVPD

Last columns: bonded neighbours and bond lengths (Å).
CARTESIAN COORDINATES (ANGSTROEM)
1 C -1.84785 1.29680 0.29301  C2 1.676, H7 1.123, H8 1.092, H9 1.143
2 C -0.82244 0.17947 -0.41949  C1 1.676, C3 1.560, N6 1.593, H10 1.072
3 C -0.41683 -1.23715 0.09337  C2 1.560, C4 1.574, H11 1.128, H12 1.119
4 C -0.01562 -1.99837 -1.22469  C3 1.574, S5 1.917, H13 1.070, H14 1.094
5 S 1.10476 -0.97603 -2.39769  C4 1.917, H15 1.331
6 N 0.63280 0.81356 -0.28260  C2 1.593, H16 1.000, H17 1.033, H18 1.058
7 H -2.25686 1.04954 1.30908  C1 1.123
8 H -1.22198 2.17582 0.46354  C1 1.092
9 H -2.57533 1.55468 -0.54964  C1 1.143
10 H -1.09323 0.34003 -1.44430  C2 1.072
11 H -1.19275 -1.68481 0.77923  C3 1.128
12 H 0.46760 -1.38185 0.76316  C3 1.119
13 H 0.40231 -2.95024 -0.97141  C4 1.070
14 H -0.85876 -2.29072 -1.85707  C4 1.094
15 H 2.13793 -1.80356 -2.53955  S5 1.331
16 H 0.55351 1.05734 0.68437  N6 1.000
17 H 1.21011 0.02302 -0.61097  N6 1.033
18 H 0.92764 1.65186 -0.85614  N6 1.058
19 H 0.92962 1.63005 3.29320  O21 0.944
20 H 2.46261 1.25712 2.87582  O21 1.029
21 O 1.47275 1.29343 2.59877  H19 0.944, H20 1.029

Computed properties:
Total charge: +1
Energy: -688.6803 Eh
E_HOMO: -13.49 eV
Relative energy (zero: lowest compared OMol25 entry of this formula, charge and spin): 51.7 kcal per mole

Now the Löwdin charges, all in e: 0.00 -0.25 -0.19 -0.42 0.79 0.09 0.09 0.06 0.10 0.10 0.14 0.13 0.07 0.07 -0.12 0.07 0.00 0.19 0.03 0.12 -0.08

=====

C5H4NO4S | wB97M-V/def2-TZVPD

Last columns: bonded neighbours and bond lengths (Å).
CARTESIAN COORDINATES (ANGSTROEM)
1 C -3.08736 1.15751 -2.07703  C2 1.223, H12 1.004
2 C -2.43772 0.95335 -1.06150  C1 1.223, C5 1.428
3 C 2.36992 -2.03451 0.45036  N6 1.189, O8 1.155
4 C -1.64489 -0.26515 0.91765  C5 1.335, H13 1.115, H14 1.191
5 C -1.43681 0.52953 -0.13507  C2 1.428, C4 1.335, H15 1.077
6 N 2.06873 -1.08696 1.10222  C3 1.189, S11 1.794
7 O 2.14222 0.12040 -1.12107  S11 1.463
8 O 2.73830 -2.93146 -0.17725  C3 1.155
9 O 1.12173 1.19532 0.89809  S11 1.452
10 O 3.56469 0.84618 0.77779  S11 1.451
11 S 2.24300 0.50258 0.28796  N6 1.794, O7 1.463, O9 1.452, O10 1.451
12 H -3.93428 1.35996 -2.57675  C1 1.004
13 H -2.64331 -0.46229 1.37436  C4 1.115
14 H -0.67192 -0.67469 1.46821  C4 1.191
15 H -0.39230 0.79024 -0.12796  C5 1.077

Computed properties:
Total charge: -1
Energy: -946.8135 Eh
E_HOMO: -6.11 eV
Relative energy (zero: lowest compared OMol25 entry of this formula, charge and spin): 31.6 kcal per mole

Now the Löwdin charges, all in e: 0.10 -0.13 -0.46 0.00 -0.22 0.02 -0.34 0.14 -0.37 -0.35 0.45 -0.03 0.06 0.09 0.04

=====

C4H14N2O | wB97M-V/def2-TZVPD

Last columns: bonded neighbours and bond lengths (Å).
CARTESIAN COORDINATES (ANGSTROEM)
1 C 2.46400 0.59908 -1.69876  N2 1.514, H7 1.115, H8 1.198, H9 1.094
2 N 1.42758 -0.44630 -1.34594  C1 1.514, C4 1.445, H10 1.015
3 C -0.44845 0.99499 -0.32164  C4 1.572, H11 1.060, H12 1.162, H13 1.202
4 C 0.49744 -0.25932 -0.25543  N2 1.445, C3 1.572, C5 1.531, H14 1.169
5 C 1.33149 -0.28594 1.02830  C4 1.531, N6 1.443, H15 1.102, H16 1.155
6 N 0.56292 0.11547 2.18120  C5 1.443, H17 0.977, H18 1.027
7 H 3.26823 0.85243 -0.96947  C1 1.115
8 H 2.01803 1.65791 -2.03708  C1 1.198
9 H 3.14242 0.43222 -2.54115  C1 1.094
10 H 1.04481 -0.66206 -2.26140  N2 1.015
11 H -1.36042 0.71840 0.14165  C3 1.060
12 H -0.11479 2.02257 0.10566  C3 1.162
13 H -0.56531 1.15511 -1.50748  C3 1.202
14 H -0.12608 -1.24805 -0.27689  C4 1.169
15 H 1.98502 0.59652 0.93517  C5 1.102
16 H 1.82305 -1.32391 1.14856  C5 1.155
17 H -0.37842 -0.14618 2.21009  N6 0.977
18 H 0.90338 -0.34575 3.03376  N6 1.027
19 H -6.50220 -1.39585 0.40998  O21 0.950
20 H -5.26062 -1.21115 1.29850  O21 0.952
21 O -5.71210 -1.82019 0.72237  H19 0.950, H20 0.952

Computed properties:
Energy: -345.4758 Eh
E_HOMO: -8.67 eV
SMILES: CN[C@H](C)CN.O
Relative energy (zero: lowest compared OMol25 entry of this formula, charge and spin): 63.0 kcal per mole

Now the Löwdin charges, all in e: -0.14 -0.11 -0.08 -0.44 -0.28 -0.02 0.06 0.10 0.05 0.10 0.03 0.10 0.11 0.16 0.10 0.14 0.03 0.08 0.02 0.02 -0.05